1.
C9H16N2O6 | the ωB97M-V functional and the def2-TZVPD basis

**Kohn-Sham gap**: 10.378 eV
**Largest force on an atom**: 1.78 eV/Å
**HOMO**: -10.12 eV
**Structure (SMILES)**: C[C@@H](O)[C@H](N)C(=O)N[C@@H](CCC(=O)O)C(=O)O
**ΔE to the lowest compared entry with this formula, charge and spin**: 0.215 eV

Cartesian coordinates (Å):
C -0.49 1.39 -2.85
C -0.53 2.47 -1.76
O -1.68 2.32 -0.91
C 0.72 2.44 -0.85
N 1.88 2.81 -1.64
C 0.90 1.08 -0.17
O 1.88 0.39 -0.37
N -0.08 0.70 0.72
C -0.10 -0.66 1.23
C -0.23 -1.76 0.17
C -1.14 -2.93 0.56
C -0.66 -3.70 1.77
O -0.07 -4.75 1.75
O -0.99 -3.07 2.92
C 1.11 -0.89 2.14
O 1.63 -1.97 2.30
O 1.52 0.19 2.83
H 0.38 1.55 -3.47
H -0.47 0.40 -2.41
H -1.37 1.49 -3.51
H -0.54 3.46 -2.23
H -2.47 2.29 -1.45
H 0.56 3.20 -0.05
H 2.40 1.93 -1.88
H 2.54 3.36 -1.04
H -0.95 1.19 0.53
H -0.99 -0.70 1.91
H -0.65 -1.29 -0.75
H 0.76 -2.13 -0.09
H -2.14 -2.53 0.78
H -1.21 -3.62 -0.25
H -0.54 -3.60 3.64
H 1.03 0.96 2.46

=====

2.
C2H3ClO2 | the ωB97M-V functional and the def2-TZVPD basis

**Kohn-Sham gap (alpha / beta)**: 9.278 / 9.280 eV
**Largest force on an atom**: 4.69 eV/Å
**HOMO (alpha / beta)**: -9.47 / -9.47 eV
**ΔE to the lowest compared entry with this formula, charge and spin**: 3.328 eV

Cartesian coordinates (Å):
C 0.34 0.78 0.20
C -0.81 -0.24 0.05
O 0.14 1.08 -1.07
O -0.63 -1.36 -0.66
Cl -2.42 0.27 0.08
H 0.08 1.47 0.88
H 1.28 0.19 0.47
H -1.16 -1.54 -1.49

=====

3.
C4H7N2 | the ωB97M-V functional and the def2-TZVPD basis

**Kohn-Sham gap**: 4.954 eV
**Total charge**: +1
**Largest force on an atom**: 4.32 eV/Å
**HOMO**: -11.20 eV
**ΔE to the lowest compared entry with this formula, charge and spin**: 8.531 eV

Cartesian coordinates (Å):
C 0.51 -2.03 -0.11
C 0.48 -0.79 0.71
C 0.04 2.00 0.59
C 0.59 0.64 0.09
N -0.70 -1.55 -0.02
N -0.68 1.23 -0.41
H 0.99 -2.83 -0.62
H 0.86 -0.81 1.69
H 0.60 2.92 0.25
H 1.34 0.67 -0.81
H -1.68 -1.72 0.12
H -1.59 0.84 -0.10
H -0.77 1.44 -1.40